# C32H29N8O3PRuS

A molecular structure, C32H29N8O3PRuS (ωB97M-V/def2-TZVPD, the OMol25 dataset).

## Properties
orbital gap (spin up / spin down)	8.3 / 7.4	eV
2S+1	6
maximum force	0.85	eV/A
charge	+1

Positions of all 75 atoms, in Å:
Ru: -0.151 0.343 0.896
C: -4.295 0.387 -3.072
N: -3.628 -0.167 -1.909
C: -3.497 -1.500 -1.631
C: -2.816 -1.582 -0.451
N: -2.527 -0.324 -0.002
C: -3.022 0.512 -0.900
P: -3.004 2.331 -0.729
C: -2.741 2.367 1.071
N: -1.705 1.850 1.711
C: -1.880 2.101 3.040
C: -3.055 2.782 3.203
N: -3.584 2.954 1.956
C: -4.856 3.584 1.643
C: -1.272 2.584 -1.270
N: -0.183 1.988 -0.802
C: 0.863 2.401 -1.574
C: 0.403 3.272 -2.519
N: -0.944 3.386 -2.318
C: -1.849 4.188 -3.122
H: -5.365 0.185 -3.033
H: -3.891 -0.052 -3.983
H: -4.139 1.463 -3.100
H: -3.897 -2.261 -2.281
H: -2.529 -2.459 0.102
H: -1.148 1.803 3.775
H: -3.536 3.154 4.091
H: -5.283 3.993 2.554
H: -5.551 2.855 1.230
H: -4.718 4.390 0.924
H: 1.867 2.054 -1.398
H: 0.915 3.814 -3.296
H: -1.301 5.018 -3.560
H: -2.650 4.585 -2.505
H: -2.283 3.596 -3.928
O: 1.053 1.581 4.213
C: 1.802 1.068 3.407
N: 1.430 0.131 2.476
S: 2.645 -0.212 1.433
O: 2.222 0.362 0.147
O: 3.011 -1.593 1.399
C: 3.872 0.816 2.193
C: 5.185 1.064 1.854
C: 5.885 1.971 2.641
C: 5.274 2.595 3.725
C: 3.950 2.334 4.051
C: 3.252 1.432 3.267
H: 5.645 0.567 1.010
H: 6.917 2.193 2.408
H: 5.839 3.299 4.322
H: 3.456 2.810 4.887
N: -0.062 -1.630 0.421
C: 0.509 -2.552 -0.214
C: 0.666 -3.904 0.404
C: 1.102 -4.028 1.720
C: 1.223 -5.287 2.286
C: 0.887 -6.417 1.555
C: 0.415 -6.291 0.256
C: 0.308 -5.037 -0.324
C: 0.986 -2.349 -1.616
C: 0.384 -1.373 -2.413
C: 0.835 -1.151 -3.701
C: 1.902 -1.887 -4.201
C: 2.513 -2.847 -3.408
C: 2.054 -3.085 -2.121
H: 1.362 -3.140 2.278
H: 1.583 -5.386 3.302
H: 0.998 -7.399 1.996
H: 0.140 -7.170 -0.311
H: -0.067 -4.932 -1.334
H: -0.436 -0.798 -2.001
H: 0.358 -0.403 -4.322
H: 2.261 -1.710 -5.206
H: 3.350 -3.414 -3.791
H: 2.545 -3.823 -1.501

Mulliken atomic charge list, values in e, 8 entries:
1. Ru 0.6871
2. C -0.9015
3. N 0.3100
4. C -0.4207
5. C -0.9385
6. N 0.0126
7. C 0.0483
8. P -0.4600